Record 1
Formula: C5H10NS
Source: the Open Molecules 2025 dataset
Level of theory: ωB97M-V with the def2-TZVPD basis set

- total charge = +1
- LUMO level (alpha / beta) (Eh) = -0.143 / -0.143
- highest occupied orbital energy (alpha / beta) (eV) = -11.87 / -11.87
- maximum force (eV Å⁻¹) = 4.287

Atoms and positions in Å:
C  1.82  0.89  0.63
C  1.13  0.52  -0.56
C  0.20  -0.36  0.22
C  0.46  -1.77  0.59
C  -1.62  0.90  -0.87
N  -1.11  0.18  0.39
S  2.85  -0.11  -0.37
H  1.95  1.66  1.36
H  0.99  1.10  -1.45
H  1.26  -2.16  -0.05
H  -0.40  -2.39  0.33
H  0.72  -2.01  1.55
H  -1.50  2.00  -0.77
H  -1.14  0.58  -1.77
H  -2.64  0.76  -0.95
H  -1.74  -0.63  0.50
H  -1.23  0.82  1.20

Record 2
Formula: C5H10NS3
Source: the Open Molecules 2025 dataset
Level of theory: ωB97M-V with the def2-TZVPD basis set

- total charge = +1
- LUMO level (Eh) = -0.146
- highest occupied orbital energy (eV) = -13.22
- maximum force (eV Å⁻¹) = 4.386

Atoms and positions in Å:
C  0.54  0.65  3.49
C  -0.77  -0.17  -0.47
C  0.12  -1.22  -0.97
C  -1.63  -0.35  0.72
C  1.24  1.13  -1.28
N  0.59  0.08  -0.37
S  -0.45  0.92  4.73
S  1.71  0.22  2.55
S  0.61  -1.70  -2.62
H  -1.23  0.38  -1.23
H  0.20  -2.08  -0.31
H  -1.19  -0.70  1.56
H  -2.51  -1.02  0.46
H  -2.25  0.52  1.02
H  0.86  2.18  -0.97
H  2.33  1.20  -1.00
H  1.11  1.06  -2.33
H  1.11  -0.05  0.50
H  -0.39  -1.07  -3.46